Version i
ORCA calculation (the ωB97M-V functional and the def2-TZVPD basis) on a molecular structure, C2H4N6.

```
12
C2H4N6, DFT the ωB97M-V functional and the def2-TZVPD basis
C 0.1108 0.1417 -0.6672
C 0.2498 0.2291 1.5678
H 1.0358 0.9509 -2.1283
H 0.0632 -0.3698 -3.0334
H 0.8612 1.6526 2.7602
H -1.5194 -1.0436 -1.4008
N 0.4073 0.3735 -1.9445
N 0.7306 0.7301 0.2824
N 0.6004 0.6428 2.7279
N -0.5166 -1.0225 1.7123
N -1.1899 -1.5090 0.6571
N -0.8332 -0.7758 -0.5335
```

Results
orbital gap	8.69	eV



Version ii
ORCA calculation (the ωB97M-V functional and the def2-TZVPD basis) on a single C2H4N6 molecule.

```
12
C2H4N6, DFT the ωB97M-V functional and the def2-TZVPD basis
C -1.8768 0.4065 -0.1891
C 0.4563 0.6023 -0.1343
H -2.6176 -1.4709 0.2465
H -2.9443 0.9489 -0.0697
H 2.3302 1.8613 0.5442
H -0.0652 -1.6104 0.0320
N -1.7962 -0.9685 0.1820
N -0.6244 1.2719 -0.0927
N 1.8101 0.9251 -0.1121
N 2.7085 -0.0909 0.1473
N 2.0005 -1.1205 -0.1250
N 0.6189 -0.7548 -0.4292
```

Results
structure (SMILES)	[H]/N=C/N=c1[nH]nn[nH]1
orbital gap	9.32	eV



Most stable of them? version i.



Version i
ORCA calculation (the ωB97M-V functional and the def2-TZVPD basis) on 2 unconnected molecules or ions with the total composition CH7NS2.

```
11
CH7NS2, DFT the ωB97M-V functional and the def2-TZVPD basis
S 1.1486 3.4675 -5.2201
S 2.6769 3.2198 -6.3792
H 0.2142 2.4279 -5.5001
H 3.4405 2.9325 -5.1700
C -1.1792 -1.2577 2.8811
N -0.6186 -2.4729 3.5193
H -2.0191 -0.8241 3.5819
H -0.5611 -0.3598 2.5657
H -1.6856 -1.5320 1.9525
H -1.3616 -3.1800 3.2950
H -0.0549 -2.4212 4.4740
```

Results
structure (SMILES)	CN.SS
orbital gap	9.33	eV



Version ii
ORCA calculation (the ωB97M-V functional and the def2-TZVPD basis) on 2 unconnected molecules or ions with the total composition CH7NS2.

```
11
CH7NS2, DFT the ωB97M-V functional and the def2-TZVPD basis
S 2.4308 -0.4888 -0.8375
S 2.9580 0.1419 -2.7556
H 3.2470 -1.5525 -0.7381
H 1.8037 -0.2562 -3.3008
C -0.9694 0.1375 1.2710
N -2.3040 0.5732 1.0000
H -0.1533 0.6437 0.7152
H -0.8094 -0.8756 0.9052
H -0.7118 0.2252 2.3302
H -2.6888 1.4963 1.0195
H -2.8028 -0.0447 0.3910
```

Results
structure (SMILES)	CN.SS
orbital gap	8.90	eV



Most stable of them? version ii.



Version i
ORCA calculation (the ωB97M-V functional and the def2-TZVPD basis) on a single C23H27N3O3 molecule.

```
56
C23H27N3O3, DFT the ωB97M-V functional and the def2-TZVPD basis
O -3.0071 -1.4002 -2.0309
C -2.2090 -1.0149 -1.1997
N -2.2346 -1.3954 0.0921
H -1.5575 -0.9788 0.7204
C -3.3521 -2.0956 0.6709
H -3.9869 -2.4146 -0.1594
H -2.9953 -2.9774 1.2145
C -4.1426 -1.1784 1.6201
C -4.5878 0.0486 0.8772
C -3.7852 1.1816 0.8468
C -4.1538 2.2860 0.0996
C -5.3319 2.2709 -0.6260
C -6.1394 1.1469 -0.5993
C -5.7672 0.0425 0.1450
H -6.3957 -0.8367 0.1553
H -7.0590 1.1286 -1.1658
H -5.6187 3.1314 -1.2125
H -3.5172 3.1590 0.0805
H -2.8632 1.1999 1.4117
H -3.5010 -0.8982 2.4587
H -5.0017 -1.7292 2.0061
C -1.0558 -0.0779 -1.5434
H -1.2312 0.2912 -2.5539
H -1.0631 0.7681 -0.8540
C 0.3144 -0.7623 -1.4909
C 0.8676 -0.8557 -0.0814
O 0.2738 -0.4010 0.8854
N 2.0538 -1.4913 0.0810
C 2.9500 -1.9419 -0.9568
H 2.4533 -1.9331 -1.9246
C 4.2216 -1.0767 -1.0131
C 4.9028 -1.0422 0.3523
C 3.8820 -0.4973 1.3443
C 3.3249 0.8391 0.9264
C 2.7785 1.6759 1.8564
C 2.0839 2.8250 1.4376
C 1.9379 3.0849 0.1147
C 2.5187 2.2401 -0.8855
O 2.4456 2.4110 -2.0935
N 3.2296 1.1290 -0.3942
C 3.9201 0.3591 -1.4174
H 3.3029 0.4055 -2.3201
H 4.8590 0.8780 -1.6505
H 1.3880 3.9384 -0.2476
H 1.6501 3.4795 2.1787
H 2.8541 1.4342 2.9034
H 4.3117 -0.4162 2.3455
C 2.6832 -1.4682 1.3842
H 1.9396 -1.1355 2.1096
H 3.0225 -2.4765 1.6415
H 5.7860 -0.4017 0.3165
H 5.2206 -2.0416 0.6557
H 4.8889 -1.5080 -1.7649
H 3.2386 -2.9763 -0.7301
H 1.0104 -0.1701 -2.0898
H 0.2427 -1.7613 -1.9268
```

Results
structure (SMILES)	O=C(CCC(=O)N1C[C@@H]2C[C@H](C1)c1cccc(=O)n1C2)NCCc1ccccc1
orbital gap	8.71	eV



Version ii
ORCA calculation (the ωB97M-V functional and the def2-TZVPD basis) on a single C23H27N3O3 molecule.

```
56
C23H27N3O3, DFT the ωB97M-V functional and the def2-TZVPD basis
C -7.7186 -1.0506 -1.9307
H -7.8879 -0.3794 -2.7698
H -7.2019 -1.9348 -2.2977
C -6.8906 -0.3604 -0.8520
C -6.6473 -1.2834 0.3407
C -5.7798 -0.5902 1.3866
N -4.5063 -0.2102 0.8075
C -4.7054 0.7281 -0.2817
C -5.5314 0.0841 -1.3892
H -4.9922 -0.7853 -1.7689
H -5.6583 0.7950 -2.2078
H -3.7242 1.0141 -0.6682
H -5.2145 1.6457 0.0721
C -3.5881 0.3168 1.8041
C -2.2064 0.4739 1.2319
C -1.5395 1.6896 1.2601
C -0.2719 1.8266 0.7231
C 0.3527 0.7301 0.1393
C -0.3118 -0.4960 0.1076
C -1.5747 -0.6188 0.6473
H -2.0933 -1.5645 0.6120
H 0.1749 -1.3489 -0.3444
N 1.6260 0.7886 -0.4355
C 2.4624 1.8463 -0.5414
O 2.2483 2.9669 -0.1327
C 3.7686 1.4900 -1.2580
H 4.2868 2.4213 -1.4893
H 3.5548 0.9593 -2.1872
C 4.7069 0.6517 -0.3829
C 4.4813 -0.8534 -0.5566
O 3.4295 -1.3332 -0.9369
N 5.5349 -1.6136 -0.2039
C 6.7945 -1.0876 0.1042
C 7.8119 -1.8770 0.6161
C 9.0636 -1.3281 0.8347
C 9.3008 0.0021 0.5301
C 8.2872 0.7986 0.0263
C 7.0248 0.2616 -0.1786
O 6.0360 1.0422 -0.6979
H 8.4534 1.8350 -0.2181
H 10.2798 0.4260 0.6898
H 9.8546 -1.9436 1.2332
H 7.6201 -2.9180 0.8296
H 5.4245 -2.6197 -0.2292
H 4.5173 0.8753 0.6846
H 1.9792 -0.1022 -0.7824
H 0.2331 2.7774 0.7493
H -2.0158 2.5503 1.7079
H -3.5527 -0.4014 2.6309
H -3.9376 1.2838 2.2117
H -5.5891 -1.2749 2.2181
H -6.3198 0.2895 1.7879
H -6.1329 -2.1829 -0.0017
H -7.5954 -1.5798 0.7939
H -7.4360 0.5251 -0.5036
H -8.6844 -1.3568 -1.5347
```

Results
structure (SMILES)	CC1CCN(Cc2ccc(NC(=O)C[C@@H]3Oc4ccccc4NC3=O)cc2)CC1
orbital gap	8.71	eV



Version iii
ORCA calculation (the ωB97M-V functional and the def2-TZVPD basis) on a single C23H27N3O3 molecule.

```
56
C23H27N3O3, DFT the ωB97M-V functional and the def2-TZVPD basis
O -2.6766 -2.0987 -0.6533
C -1.7497 -1.6452 -0.0099
N -0.5368 -1.3883 -0.5137
H 0.1948 -0.9221 0.0210
C -0.2407 -1.4715 -1.9253
H -0.6345 -0.5841 -2.4389
C 1.2681 -1.5532 -2.1284
H 1.4760 -1.6397 -3.1957
H 1.6495 -2.4493 -1.6368
C 1.9818 -0.3088 -1.5872
N 1.9658 -0.2677 -0.1263
C 3.0340 -1.0496 0.4730
C 4.3881 -0.3810 0.4325
C 5.5390 -1.1428 0.5921
C 6.7868 -0.5502 0.5847
C 6.8943 0.8206 0.4141
C 5.7539 1.5833 0.2534
C 4.4935 0.9967 0.2634
C 3.2679 1.8455 0.0581
C 1.9884 1.0831 0.4139
H 1.1100 1.6177 0.0464
H 1.9107 0.9946 1.5028
H 3.3382 2.7526 0.6621
H 3.2299 2.1580 -0.9904
H 5.8332 2.6530 0.1188
H 7.8660 1.2921 0.4058
H 7.6735 -1.1540 0.7086
H 5.4487 -2.2123 0.7233
H 3.0868 -2.0219 -0.0221
H 2.7649 -1.2330 1.5222
H 3.0098 -0.2793 -1.9783
H 1.4517 0.5741 -1.9510
H -0.7488 -2.3495 -2.3346
C -1.8832 -1.2906 1.4735
H -1.0300 -1.6676 2.0369
H -2.7970 -1.7564 1.8427
C -1.9585 0.2342 1.6143
N -2.8656 0.8094 0.6341
C -2.3323 1.4733 -0.4172
O -1.1411 1.6966 -0.5387
C -3.3461 2.0030 -1.4180
H -3.7082 2.9785 -1.0474
O -4.4315 1.1401 -1.6524
C -4.9812 0.6147 -0.5199
C -6.3017 0.1942 -0.5613
C -6.9032 -0.3199 0.5724
C -6.1900 -0.3951 1.7551
C -4.8640 -0.0013 1.7968
C -4.2358 0.4856 0.6579
H -4.3231 -0.0807 2.7259
H -6.6584 -0.7751 2.6500
H -7.9295 -0.6498 0.5329
H -6.8339 0.2756 -1.4952
H -2.8503 2.1583 -2.3782
H -2.2717 0.5244 2.6207
H -0.9818 0.6799 1.4107
```

Results
structure (SMILES)	O=C(CCN1C(=O)COc2ccccc21)NCCCN1CCc2ccccc2C1
orbital gap	8.97	eV



Most stable of them? version i.